1.
Entry from OMol25: a molecular structure, C20H23N5O3S2Ti at a distorted geometry (wB97M-V/def2-TZVPD).

The geometry in ORCA input format:
```
! RIJCOSX wB97M-V def2-TZVPD def2/J DEFGRID3
* xyz 1 2
Ti -0.1349 0.7891 0.4176
S -1.9643 -0.3122 -0.7559
S -1.7245 3.2057 -1.5629
O 1.1620 -3.0080 0.0291
O -1.0866 2.5407 -0.3713
O 1.5963 1.3433 -0.8359
N -1.8819 -1.4843 1.6579
N 0.0296 1.8940 2.2739
N -2.7134 -2.7413 0.0220
N -1.2069 -0.3403 1.9763
N 1.4551 -0.6647 0.1789
C 3.4671 -2.9330 -1.9257
C -1.7539 1.9559 -2.8327
C -0.6239 2.0588 4.5703
C -3.0193 -3.0504 -1.3595
C 2.0878 0.1819 -0.7268
C 0.4510 3.8907 3.5426
C 0.4853 3.1360 2.3644
C -2.1907 -1.6034 0.4255
C 4.6290 -1.2166 -3.1704
C 2.8758 -1.8871 -1.2413
C -2.0951 -4.0320 -2.0443
C -0.1399 3.3563 4.6603
C 3.9862 -0.1712 -2.5899
C 4.3985 -2.5344 -2.8875
C -1.5331 -0.9151 4.3460
C 3.0384 -0.5333 -1.6036
C 1.7374 -1.9763 -0.2253
C -0.3372 4.1646 -2.1109
C -1.0855 -0.0578 3.2055
C -0.4507 1.2787 3.4012
H 1.0150 3.5172 1.4865
H -0.1705 3.8376 5.6356
H 3.3270 -3.9831 -1.6393
H 0.4335 3.4536 -2.3802
H -1.0710 1.6516 5.4169
H -2.4069 -0.4323 4.8245
H -3.0969 -2.1487 -1.9502
H -2.4765 -4.2496 -3.0837
H -2.8997 -3.4077 0.7361
H 0.0532 4.9120 -1.4145
H -4.0269 -3.4717 -1.3018
H 4.1192 0.8681 -2.9728
H 0.7942 4.9047 3.5645
H -2.1511 2.3956 -3.6970
H -0.7245 1.7066 -2.9734
H -1.8625 -1.9579 4.1461
H -1.9228 -4.9382 -1.4479
H -2.3183 1.1357 -2.4760
H -0.6298 4.6826 -2.9883
H -0.6828 -0.9109 5.0429
H 4.9780 -3.3425 -3.3485
H -1.1530 -3.5609 -2.1131
H 5.4153 -0.9964 -3.8940
*
```

As for the energy above the lowest of the compared OMol25 structures with the same formula, charge and spin: 30.86 kJ/mol. For the lowest unoccupied orbital energy (spin up / spin down), the calculation gives -3.6 / -3.5 eV. For the energy, the calculation gives -2921.16136 Eh. For the gap between HOMO and LUMO (spin up / spin down), the calculation gives 7.1 / 7.2 eV. The calculation puts the molar mass at 493.44 g/mol.

---

2.
Entry from OMol25: C20H23N5O4S in the gas phase at a distorted geometry (wB97M-V/def2-TZVPD).

The geometry in ORCA input format:
```
! RIJCOSX wB97M-V def2-TZVPD def2/J DEFGRID3
* xyz 0 1
S -3.9777 -0.7664 -2.0160
O -2.3550 -2.2482 -0.4931
O -4.2638 2.1736 0.4948
O -0.4879 -0.6505 0.7267
O 0.5233 2.7758 0.1502
N -3.9143 -1.2083 0.6598
N 0.1834 -2.7914 0.9565
N -3.1313 -1.8760 1.5260
N -2.5469 1.5575 -0.8641
N -0.3102 2.2068 -0.7580
C 1.8123 -1.1331 0.3700
C -1.4544 2.6477 1.1304
C -0.1558 3.0349 1.2810
C 3.3298 0.2666 -0.8630
C 5.8342 0.0725 -0.6951
C -4.7737 0.7142 -1.3186
C -1.1095 -3.3126 1.3555
C 6.9313 -0.7423 -0.0045
C 2.9056 -1.7700 0.9457
C 0.5764 3.6468 2.4157
C 0.4070 -1.4749 0.7076
C 4.4349 -0.3712 -0.3020
C 2.0416 -0.0996 -0.5338
C -3.4268 -1.4313 -0.5182
C -1.4880 2.1213 -0.1851
C -2.2065 -2.4567 0.8384
C 4.1938 -1.3905 0.6130
C 6.0135 1.5470 -0.3069
C 6.0008 -0.0906 -2.2126
C -3.8389 1.5519 -0.4451
H -1.2120 -3.3426 2.4470
H 2.7651 -2.5448 1.6875
H -5.1165 1.3008 -2.1721
H 0.9537 -3.4387 0.9281
H 5.0125 -1.9050 1.0893
H 1.1986 0.4144 -0.9699
H -0.1198 3.8890 3.2123
H -5.6284 0.4088 -0.7166
H 6.8572 -1.7968 -0.2610
H 7.0040 0.2048 -2.5118
H -1.2173 -4.3240 0.9499
H 1.0883 4.5503 2.0893
H 5.2913 2.1806 -0.8135
H 7.9059 -0.3858 -0.3315
H -2.2918 1.0654 -1.7113
H 3.4660 1.0724 -1.5670
H 6.8813 -0.6324 1.0764
H 5.2894 0.5221 -2.7584
H 1.3257 2.9514 2.7917
H 7.0123 1.8849 -0.5743
H 5.8825 1.6720 0.7660
H 5.8476 -1.1290 -2.4993
H -2.2668 2.7007 1.8207
*
```

As for the energy above the lowest of the compared OMol25 structures with the same formula, charge and spin: 312.48 kJ/mol. As for the SMILES: Cc1cc(NC(=O)CSc2nnc(CNC(=O)c3ccc(C(C)(C)C)cc3)o2)no1. For the lowest unoccupied orbital energy, the calculation gives 0.5 eV. For the energy, the calculation gives -1748.84598 Eh. For the gap between HOMO and LUMO, the calculation gives 9.3 eV. The calculation puts the molar mass at 429.50 g/mol.

---

3.
Entry from OMol25: a molecular structure, C20H23N8O3RhSSe2 at a distorted geometry (wB97M-V/def2-TZVPD).

The geometry in ORCA input format:
```
! RIJCOSX wB97M-V def2-TZVPD def2/J DEFGRID3
* xyz 2 1
Rh 0.1628 -0.0257 -0.0164
Se -2.6892 2.1051 -2.9421
Se 0.2786 0.5832 -2.4407
S 3.8462 -6.6817 -0.2662
O -2.0240 1.0417 -0.1530
O -0.3817 0.6047 3.4796
O -0.6064 -0.8438 1.8409
N -1.5472 3.2488 2.5020
N -0.1981 -0.4703 2.9743
N 4.2281 -5.2997 0.4546
N 0.0465 -2.0384 -0.8731
N 2.0945 -0.9491 0.5019
N -0.3828 1.9659 1.0932
N 0.7846 3.2983 2.6530
N 2.4868 -6.2114 -0.9806
C 4.2241 -2.4654 1.4339
C 0.0827 -4.6224 -1.8390
C -1.6745 1.7801 0.7650
C -0.9647 -2.4955 -1.5931
C 1.1445 -4.1448 -1.0610
C 2.2734 -4.9451 -0.6716
C -0.3406 2.8316 2.1329
C 2.1027 0.2705 -3.0324
C 2.1745 -2.2531 0.1786
C -0.9792 -3.7877 -2.1136
C 3.0214 -0.4115 1.2783
C 3.2537 -3.0409 0.6065
C -2.5497 2.5979 1.6869
C -1.8468 4.2575 3.4988
C 1.1039 -2.8191 -0.6062
C -1.0997 3.1863 -2.5136
C 4.0926 -1.1403 1.7859
C 3.2950 -4.4099 0.1676
C -4.0381 3.4359 -2.5014
C 0.1745 2.4974 -2.9496
H -3.7036 4.0290 -1.6529
H -1.7901 -1.8128 -1.7548
H 2.9187 0.6415 1.5056
H 0.7556 3.8921 3.4650
H 0.1201 -5.6428 -2.1954
H -1.1060 3.3570 -1.4364
H 2.4121 -0.6998 -2.6495
H -4.2084 4.0838 -3.3570
H 2.1376 0.2585 -4.1192
H 4.8031 -0.6580 2.4396
H -1.8144 -4.1110 -2.7168
H -1.6355 5.2560 3.1103
H -3.1811 3.3153 1.1584
H 1.0552 2.9720 -2.5154
H 2.7553 1.0454 -2.6380
H -4.9595 2.9128 -2.2586
H 0.2459 2.5261 -4.0376
H -1.2703 4.0952 4.4095
H 1.6587 2.8622 2.4210
H -3.1947 1.9373 2.2748
H 5.0470 -3.0770 1.7779
H -2.9007 4.1922 3.7545
H -1.2036 4.1361 -3.0381
*
```

For the lowest unoccupied orbital energy, the calculation gives -7.6 eV. For the energy, the calculation gives -6750.72598 Eh. For the gap between HOMO and LUMO, the calculation gives 5.4 eV. The calculation puts the molar mass at 716.35 g/mol.